Computed, not measured: a 3-piece molecular cluster, C36H57ClFNO15P2S overall in a non-equilibrium geometry, with ωB97M-V/def2-TZVPD.

As for the SMILES: CCOC1=C(Cl)C(=O)c2c(c(CCCS)c(CCOC(=O)CC)c(F)c2N(C(C)=O)C(C)=O)C1=O.CCOP(=O)(OCC)OCC.CCOP(=O)(OCC)OCC. For the molar mass, the calculation gives 892.310 g mol⁻¹. The calculation puts the lowest unoccupied orbital energy at -1.2 eV. The value obtained for the strongest force on any atom is 6.41 eV Å⁻¹.

Structure (XYZ):
```
114
Properties=species:S:1:pos:R:3:forces:R:3
C 5.6354 -2.6091 2.0294 0.3 0.1 0.4
C 4.1148 -2.6323 2.2086 0.7 -0.8 -0.1
O 3.4542 -2.6921 0.9297 -0.1 0.3 -0.4
C 2.8940 -1.5397 0.5062 0.0 0.1 0.6
C 1.5741 -1.3562 0.5763 0.3 0.1 0.3
Cl 0.5578 -2.5601 1.2711 -0.1 0.4 -0.3
C 0.9753 -0.1047 0.0167 0.2 -0.9 -0.1
O -0.1005 -0.1640 -0.5188 -0.4 0.5 0.0
C 1.8146 1.1252 0.1325 -0.2 -0.3 0.0
C 3.2089 0.9710 0.0927 0.2 0.2 0.0
C 4.0581 2.0817 0.2265 -0.3 -0.1 -0.6
C 5.5662 1.9471 0.2509 -0.1 0.3 1.3
C 6.1112 2.4468 1.6429 0.1 -1.0 -0.6
C 6.4672 1.2454 2.5374 0.1 0.3 0.3
S 4.8978 0.7532 3.3463 -0.2 -0.1 0.1
C 3.4667 3.3571 0.3617 0.1 0.3 0.2
C 4.2446 4.6548 0.5031 0.5 -0.1 -0.4
C 5.2453 4.9198 -0.6473 -0.8 1.2 0.2
O 6.5373 5.1994 -0.0716 0.1 -1.2 -0.1
C 7.5705 4.8950 -0.8879 1.0 0.6 -0.1
O 7.4969 4.9133 -2.0835 -0.4 -0.3 -0.4
C 8.8568 4.5633 -0.1683 -0.5 -0.2 1.3
C 9.1587 3.0378 -0.1828 0.3 0.6 -0.2
C 2.0849 3.4551 0.4005 -0.2 -0.2 0.0
F 1.5244 4.6591 0.5636 0.1 -0.1 0.0
C 1.2208 2.3656 0.3028 0.4 0.9 -0.4
N -0.1829 2.6602 0.3690 -0.2 -2.2 0.5
C -0.8772 2.2068 1.5236 -0.1 0.1 0.8
C -0.2578 1.2651 2.5483 0.9 0.7 -0.2
O -1.9874 2.6121 1.7368 -0.5 0.2 -0.4
C -0.8825 2.4779 -0.8772 -0.4 1.0 -0.7
C -2.1864 1.7300 -0.9961 -0.1 -0.2 0.1
O -0.4062 2.9885 -1.8538 0.5 -0.1 -0.2
C 3.7426 -0.4318 -0.0920 -0.6 -0.1 0.1
O 4.7390 -0.7110 -0.7032 0.4 0.0 0.0
H 6.1012 -3.4695 2.5145 -0.1 0.0 0.0
H 5.9331 -2.6480 0.9825 -0.2 0.1 0.0
H 6.0833 -1.7256 2.4867 -0.1 0.1 -0.1
H 3.7242 -1.8161 2.8139 0.0 0.1 -0.2
H 3.8613 -3.5710 2.7037 -0.3 0.1 -0.1
H 5.8863 0.9164 0.1569 -0.2 0.0 -0.3
H 6.0268 2.4931 -0.5688 0.0 0.0 0.0
H 6.9770 3.0774 1.4607 0.0 0.1 0.3
H 5.3317 2.9649 2.1917 0.2 0.5 -0.1
H 6.8911 0.4215 1.9627 -0.1 0.0 0.0
H 7.1969 1.5225 3.2980 -0.1 0.1 0.1
H 5.3025 0.2542 4.5289 0.3 0.0 -0.3
H 4.7957 4.6777 1.4418 0.0 -0.1 0.0
H 3.5754 5.5085 0.5427 -0.2 -0.2 0.0
H 4.9203 5.8276 -1.1593 0.1 -0.1 -0.2
H 5.2742 4.1374 -1.3998 0.3 -0.1 0.1
H 9.6869 5.1457 -0.5580 -0.1 0.0 -0.3
H 8.7286 4.8537 0.8783 0.1 0.2 -0.1
H 10.2084 2.9158 -0.4473 -0.1 -0.3 -0.1
H 8.5336 2.5233 -0.9111 0.1 -0.1 0.0
H 9.0366 2.5968 0.8047 -0.2 0.0 -0.1
H -0.3691 0.2213 2.2560 -0.2 0.0 0.1
H 0.8084 1.4623 2.6925 0.0 -0.1 -0.1
H -0.7448 1.4861 3.4931 -0.2 -0.3 -0.1
H -3.0396 2.4079 -0.9985 0.1 0.1 0.3
H -2.3180 0.9452 -0.2577 -0.1 0.1 0.1
H -2.1690 1.2711 -1.9831 0.1 0.0 0.0
C -1.8968 -10.7623 -0.8287 -0.1 0.2 0.0
C -0.7198 -10.3056 0.0149 -0.1 -0.3 0.1
O -0.0753 -9.1625 -0.5348 -0.7 0.4 -0.1
P -0.8429 -7.7236 -0.5056 6.3 -0.1 -0.7
O -1.0751 -7.4230 0.9289 -3.0 -0.1 -0.9
O 0.3906 -6.7350 -0.8839 -0.5 0.0 -0.2
C 0.8352 -5.7200 0.0159 0.3 0.0 0.2
C 1.9443 -6.2288 0.9138 0.2 -0.1 0.0
O -1.2914 -7.7400 -2.0896 -2.2 0.1 1.8
C -2.6672 -7.5325 -2.4516 -0.4 0.1 -0.3
C -3.2963 -6.3557 -1.7329 0.1 0.0 0.2
H -2.7277 -10.0536 -0.7496 0.0 -0.1 0.0
H -2.2589 -11.7357 -0.4967 0.0 0.0 0.0
H -1.6162 -10.8281 -1.8803 0.1 0.0 0.0
H -1.0367 -10.1019 1.0416 0.0 0.1 0.0
H 0.0307 -11.0951 0.0530 0.1 0.1 0.0
H 0.0012 -5.3273 0.5953 -0.1 -0.2 0.0
H 1.2103 -4.8964 -0.5934 0.0 -0.1 -0.2
H 1.6757 -7.1703 1.3928 -0.2 0.1 0.1
H 2.1782 -5.4956 1.6880 0.0 0.0 0.0
H 2.8476 -6.4153 0.3303 0.0 0.1 0.0
H -3.2381 -8.4468 -2.2662 0.0 0.0 0.0
H -2.6820 -7.3581 -3.5271 0.2 -0.1 0.0
H -3.3613 -6.5392 -0.6545 0.0 0.0 -0.1
H -4.3068 -6.1794 -2.1010 0.0 0.0 0.0
H -2.7031 -5.4521 -1.8778 0.0 0.0 -0.1
C -11.0391 2.7564 -1.4292 0.1 0.2 -0.1
C -10.1181 2.3675 -0.2863 -0.3 -0.1 0.1
O -8.7462 2.4192 -0.6594 -0.1 0.7 -0.3
P -8.0466 3.8686 -0.9241 3.7 -5.1 1.3
O -8.1597 4.6080 0.3571 -1.7 1.9 -1.7
O -6.4823 3.4291 -0.9484 -0.3 0.4 -0.4
C -5.5458 3.9407 0.0016 0.1 -0.1 0.4
C -5.4413 3.0417 1.2154 0.0 -0.2 0.1
O -8.0798 3.7725 -2.5684 -1.5 2.2 1.0
C -8.6588 4.8368 -3.3415 -0.1 0.2 -0.4
C -8.1939 6.2098 -2.8991 0.0 0.0 0.2
H -10.9673 3.8293 -1.6360 -0.1 0.0 0.0
H -12.0782 2.5351 -1.1840 0.0 0.0 0.0
H -10.7690 2.2241 -2.3416 0.0 -0.1 0.0
H -10.2953 3.0031 0.5857 0.1 0.0 0.0
H -10.3190 1.3382 0.0109 0.2 0.0 0.0
H -5.8006 4.9616 0.2839 -0.2 0.0 0.0
H -4.5790 3.9866 -0.5033 -0.1 0.0 -0.1
H -6.4203 2.8095 1.6352 -0.1 0.2 0.0
H -4.8322 3.5103 1.9888 0.1 0.0 0.0
H -4.9800 2.0904 0.9448 0.1 0.0 0.0
H -9.7498 4.7687 -3.3018 0.0 0.0 0.0
H -8.3645 4.6640 -4.3764 0.1 -0.2 0.1
H -8.5423 6.4383 -1.8857 0.0 0.0 -0.1
H -8.5848 6.9783 -3.5657 0.0 0.0 0.0
H -7.1047 6.2656 -2.8932 0.0 0.0 -0.1
```
Positions in Å, forces in eV/Å.

Computed, not measured: the molecule C12H11BrN2 in a non-equilibrium geometry, with ωB97M-V/def2-TZVPD.

For the molar mass, the calculation gives 263.138 g mol⁻¹. The calculation puts the energy relative to the best compared isomer or geometry (same formula, charge and spin) at 210.6 kJ/mol. The calculation puts the lowest unoccupied orbital energy (spin up / spin down) at -0.3 / -1.1 eV. The value obtained for the strongest force on any atom is 1.05 eV Å⁻¹.

Structure (XYZ):
```
26
Properties=species:S:1:pos:R:3:forces:R:3
C -3.7093 -0.4010 0.4897 -0.1 0.0 0.0
C -3.0185 -0.8551 1.6002 -0.1 -0.1 0.1
C -3.0122 0.0851 -0.6055 -0.1 0.0 -0.1
C -1.6358 -0.8298 1.6168 0.0 0.1 -0.1
C -1.6326 0.1454 -0.5789 0.1 0.0 0.0
C 2.6368 3.1838 -0.1069 -0.1 0.0 0.0
C 1.2722 3.1810 0.1551 0.2 0.2 0.1
C 2.6175 0.9246 -0.1740 -0.2 -0.4 0.0
C -0.9298 -0.3095 0.5360 -0.1 0.0 0.1
C 1.2555 0.8980 0.2032 0.5 0.7 0.0
C 1.8064 -3.4297 -1.4334 0.0 -0.1 -0.3
C 0.5367 -0.2627 0.5767 -0.1 -1.0 -0.4
N 3.2908 2.0423 -0.2982 0.3 0.2 -0.1
N 0.5902 2.0676 0.3233 -0.2 -0.3 0.0
Br 1.3703 -1.9641 0.3394 -0.2 0.4 0.5
H -4.7895 -0.4279 0.4743 -0.1 0.0 0.0
H -3.5575 -1.2333 2.4569 0.0 0.0 0.0
H -3.5469 0.4136 -1.4850 0.0 0.1 0.0
H -1.0923 -1.1973 2.4748 0.1 0.0 0.1
H -1.0890 0.5277 -1.4303 0.1 0.1 0.0
H 3.2161 4.0924 -0.1836 -0.1 0.1 0.0
H 0.7053 4.0981 0.2462 0.1 0.1 0.0
H 3.1583 0.0115 -0.3888 0.0 0.0 0.1
H 0.8372 -3.5953 -1.8683 -0.2 0.0 -0.1
H 2.5094 -2.9006 -2.0505 0.2 0.2 -0.1
H 2.2106 -4.2650 -0.8891 0.1 -0.2 0.2
```
Positions in Å, forces in eV/Å.

Q: Number 1 is which compound?
A: C36H57ClFNO15P2S

Repeat the second record exactly.
Computed, not measured: the molecule C12H11BrN2 in a non-equilibrium geometry, with ωB97M-V/def2-TZVPD.

For the molar mass, the calculation gives 263.138 g mol⁻¹. The calculation puts the energy relative to the best compared isomer or geometry (same formula, charge and spin) at 210.6 kJ/mol. The calculation puts the lowest unoccupied orbital energy (spin up / spin down) at -0.3 / -1.1 eV. The value obtained for the strongest force on any atom is 1.05 eV Å⁻¹.

Structure (XYZ):
```
26
Properties=species:S:1:pos:R:3:forces:R:3
C -3.7093 -0.4010 0.4897 -0.1 0.0 0.0
C -3.0185 -0.8551 1.6002 -0.1 -0.1 0.1
C -3.0122 0.0851 -0.6055 -0.1 0.0 -0.1
C -1.6358 -0.8298 1.6168 0.0 0.1 -0.1
C -1.6326 0.1454 -0.5789 0.1 0.0 0.0
C 2.6368 3.1838 -0.1069 -0.1 0.0 0.0
C 1.2722 3.1810 0.1551 0.2 0.2 0.1
C 2.6175 0.9246 -0.1740 -0.2 -0.4 0.0
C -0.9298 -0.3095 0.5360 -0.1 0.0 0.1
C 1.2555 0.8980 0.2032 0.5 0.7 0.0
C 1.8064 -3.4297 -1.4334 0.0 -0.1 -0.3
C 0.5367 -0.2627 0.5767 -0.1 -1.0 -0.4
N 3.2908 2.0423 -0.2982 0.3 0.2 -0.1
N 0.5902 2.0676 0.3233 -0.2 -0.3 0.0
Br 1.3703 -1.9641 0.3394 -0.2 0.4 0.5
H -4.7895 -0.4279 0.4743 -0.1 0.0 0.0
H -3.5575 -1.2333 2.4569 0.0 0.0 0.0
H -3.5469 0.4136 -1.4850 0.0 0.1 0.0
H -1.0923 -1.1973 2.4748 0.1 0.0 0.1
H -1.0890 0.5277 -1.4303 0.1 0.1 0.0
H 3.2161 4.0924 -0.1836 -0.1 0.1 0.0
H 0.7053 4.0981 0.2462 0.1 0.1 0.0
H 3.1583 0.0115 -0.3888 0.0 0.0 0.1
H 0.8372 -3.5953 -1.8683 -0.2 0.0 -0.1
H 2.5094 -2.9006 -2.0505 0.2 0.2 -0.1
H 2.2106 -4.2650 -0.8891 0.1 -0.2 0.2
```
Positions in Å, forces in eV/Å.